{"formula": "C19H39MnN8O6", "method": "ωB97M-V with the def2-TZVPD basis set", "relative_energy_kj_mol": 10.2, "multiplicity": 6, "total_charge": 1, "homo_lumo_gap_ha": [0.3650, 0.3698], "homo_energy_ev": [-11.96, -12.10], "elements": ["H", "N", "C", "H", "H", "H", "O", "C", "C", "H", "N", "H", "H", "H", "N", "H", "H", "H", "C", "H", "N", "C", "H", "N", "H", "H", "C", "C", "H", "C", "H", "O", "H", "O", "H", "H", "H", "C", "H", "O", "H", "O", "N", "C", "C", "H", "H", "C", "H", "H", "H", "H", "H", "Mn", "H", "C", "H", "N", "O", "H", "C", "H", "C", "C", "H", "H", "C", "C", "H", "N", "C", "H", "H"], "xyz": [[-0.95451, -2.51691, -2.31270], [-0.75709, 1.98212, -0.25270], [1.25638, -5.00747, 0.28110], [2.96215, 2.83928, 0.76260], [-1.51417, -0.85923, 3.53393], [-1.75058, -2.91296, -0.06695], [-1.21003, -0.87245, 1.48626], [2.25432, -3.83592, 0.28127], [-3.84433, 5.56583, 0.89892], [-2.91559, -1.96551, 1.93199], [2.94767, -2.74481, 2.39416], [-3.18270, -0.43605, 1.05135], [3.49187, -2.74679, 3.24693], [-4.73502, 5.60140, 0.27227], [1.51329, -1.53512, 0.95908], [0.37148, 1.65619, -3.65585], [2.68769, -4.10542, -1.79265], [1.36968, 2.76631, 1.06672], [-2.41418, -2.04630, -0.15546], [2.77000, 0.82118, -0.38696], [-2.76212, 2.79085, -0.31772], [-2.59680, 5.97328, 0.12625], [-0.61800, -0.92189, -4.13016], [-1.90257, 3.73050, -0.72594], [-1.74473, 0.24579, -3.39543], [1.65272, 1.27812, -2.48412], [-1.37362, 6.05354, 1.03146], [-1.62424, -1.66037, -2.38469], [-0.08097, 0.00483, 2.93764], [3.26411, -3.98903, -0.87343], [0.74202, -4.99002, -0.68172], [0.79781, -2.36910, -0.93437], [-3.99773, 6.24184, 1.73905], [2.35047, -0.61008, 2.84163], [1.44069, 0.24883, -3.92377], [0.75880, -5.02946, 2.39756], [-2.57160, -1.96573, -2.84024], [0.92512, 0.84715, -3.16928], [-1.53169, 5.49792, -1.69646], [0.04612, 0.03043, -2.40947], [-2.76967, 6.96376, -0.30882], [3.67540, -4.82497, 1.92969], [2.07325, 2.52874, 0.37540], [2.26108, -1.57726, 2.09845], [-1.00962, -0.53835, -3.18363], [4.82112, -2.69303, -0.07987], [2.34823, 0.67122, 1.18558], [-2.52725, -1.30559, 1.14910], [4.94308, -2.99180, -1.80432], [1.83871, -5.92851, 0.33017], [0.22965, 3.74175, -0.94731], [3.80537, -4.92027, -0.69960], [-1.52248, 6.79603, 1.81336], [0.10406, -0.22618, -0.17894], [-3.21804, 4.97373, -1.72026], [-2.33852, 5.08699, -1.08821], [3.71466, -1.88851, -1.20262], [2.06442, 1.08778, 0.29456], [-1.85341, -1.12297, -1.08401], [-0.45474, -5.76838, 1.36822], [0.26114, -4.94929, 1.42961], [-1.71604, 0.71887, 2.71894], [4.23632, -2.82633, -0.99226], [-1.13213, -0.20470, 2.74748], [-3.39885, -2.38284, -0.49516], [-3.75593, 4.55455, 1.29787], [1.49468, -2.54314, 0.08999], [-0.67312, 3.22241, -0.68118], [-0.47099, 6.32891, 0.48228], [-2.07530, 1.74599, -0.04769], [3.02237, -3.86766, 1.59567], [-1.19215, 5.09818, 1.53098], [-0.30541, -4.01388, 1.42646]], "forces_ev_per_a": [[0.0, 0.0, 0.0], [-0.4, -0.3, 0.0], [0.0, 0.0, -0.1], [-0.1, 0.0, 0.0], [0.0, 0.0, 0.0], [0.0, 0.0, 0.0], [-0.2, 0.1, 0.0], [0.0, 0.1, 0.1], [0.0, 0.0, 0.0], [0.1, 0.0, 0.0], [0.0, 0.0, 0.0], [0.0, 0.0, 0.0], [0.0, 0.0, 0.0], [0.0, 0.0, 0.0], [0.2, -0.1, 0.1], [0.0, 0.0, 0.0], [0.0, 0.0, 0.0], [0.0, 0.0, 0.0], [0.0, 0.0, -0.1], [0.0, 0.0, 0.0], [-0.1, -0.1, -0.1], [-0.1, 0.2, -0.1], [0.0, 0.0, 0.0], [0.0, 0.1, 0.0], [0.0, 0.0, 0.0], [0.0, 0.0, 0.0], [0.1, -0.1, 0.0], [-0.1, 0.1, 0.1], [0.0, 0.0, 0.0], [-0.1, -0.1, 0.0], [0.0, 0.0, 0.0], [0.0, -0.1, 0.1], [0.0, 0.0, 0.0], [0.0, 0.1, 0.0], [0.0, 0.0, 0.0], [0.0, 0.0, 0.0], [0.0, 0.0, 0.0], [0.0, 0.1, 0.0], [0.0, 0.0, 0.0], [0.2, 0.0, -0.1], [0.0, 0.0, 0.1], [0.0, 0.0, 0.0], [0.1, 0.0, 0.0], [0.0, 0.0, 0.0], [0.0, 0.1, 0.0], [0.0, 0.0, 0.0], [0.0, 0.0, 0.0], [-0.1, 0.0, 0.1], [0.0, 0.0, 0.0], [0.0, 0.0, 0.0], [0.1, 0.0, 0.0], [0.0, 0.0, 0.0], [0.0, 0.0, 0.0], [0.5, 0.0, 0.0], [0.0, 0.0, 0.1], [0.2, -0.2, -0.1], [0.0, 0.0, 0.0], [0.1, 0.0, 0.0], [-0.1, 0.0, 0.0], [0.0, 0.0, 0.0], [-0.1, 0.0, 0.1], [0.0, 0.0, 0.0], [0.1, 0.1, 0.0], [0.0, 0.0, 0.0], [0.0, 0.1, 0.0], [0.0, 0.0, 0.0], [-0.2, -0.1, -0.1], [0.0, -0.1, 0.0], [0.0, 0.0, 0.0], [-0.1, 0.4, 0.1], [0.0, 0.0, 0.0], [0.0, 0.0, 0.0], [0.0, 0.0, 0.0]]}


{"formula": "C22H33IN2O3S", "method": "ωB97M-V with the def2-TZVPD basis set", "smiles": "COCCCCCCCCCc1c(CCCCN)cc(I)c2c1C(=O)N(S)C2=O", "homo_lumo_gap_ha": 0.3171, "homo_energy_ev": -9.25, "elements": ["C", "O", "C", "I", "C", "H", "C", "O", "H", "C", "N", "H", "N", "H", "H", "O", "H", "C", "H", "C", "C", "H", "H", "H", "C", "H", "H", "H", "C", "C", "H", "H", "H", "C", "C", "H", "H", "H", "H", "H", "H", "H", "C", "H", "H", "H", "H", "C", "H", "C", "S", "H", "H", "C", "C", "H", "H", "C", "C", "C", "C", "H"], "xyz": [[-0.64336, 1.01485, -2.42770], [0.97830, 4.07256, -2.14868], [-2.90128, -0.00432, 2.03445], [-2.07701, -1.58903, -3.15891], [2.02882, -0.49396, -0.26068], [-2.97258, 0.11107, 3.11490], [3.23478, 0.43869, -0.05171], [2.62024, -4.68097, 0.53629], [-5.42086, -1.47055, -0.46495], [-0.45396, 3.44111, 0.55771], [0.84370, 2.32101, -3.64029], [-4.58275, 0.10977, 0.65221], [-5.39481, -2.22610, 0.20976], [-3.39984, -2.23350, 0.87678], [1.14346, 0.11316, -0.45030], [0.10815, 0.37456, -4.62590], [2.86324, -3.06523, -0.73355], [2.87756, 1.92074, 0.13016], [2.73043, 2.37470, -0.84526], [-4.30044, -0.43031, 1.55537], [0.10144, 1.11527, -3.69976], [1.12063, 4.14340, 1.78718], [-5.08273, -3.03654, -0.31008], [1.31443, -5.65667, -0.69766], [-4.38549, -1.92789, 1.24185], [2.16288, -1.12068, -1.13901], [-4.58305, -2.50592, 2.14117], [-0.88058, 4.35128, 0.13970], [-0.84564, 2.26738, -0.31290], [-1.53647, 0.05391, -1.97772], [4.25496, -3.55319, 0.24016], [-2.16671, -0.78955, 1.87374], [0.83129, -1.96286, 0.72833], [3.17830, -3.40844, 0.25148], [-2.43908, 1.34706, 1.48108], [2.17251, 2.21784, 2.09619], [3.75444, 2.41297, 0.55023], [3.72775, -1.86668, 1.67492], [-5.04534, -0.19096, 2.31021], [2.46931, -2.94300, 2.18143], [-1.82145, 1.83385, 2.22510], [1.57446, 4.14903, 0.12928], [1.30074, -4.87083, 0.05671], [3.84756, 0.37472, -0.95199], [0.64707, -5.18752, 0.86802], [-0.94326, 3.31140, 1.51362], [3.88243, 0.08584, 0.74586], [0.56412, 2.98465, -2.39075], [2.56917, 2.32478, -5.27471], [1.04385, 3.56460, 0.86798], [2.53880, 2.21178, -3.93825], [0.88468, -3.96961, -0.38947], [0.99626, 1.39858, 1.12719], [-0.33585, 2.09760, -1.60587], [-2.08767, 0.20896, -0.70944], [1.53328, -0.72360, 1.80860], [-3.32875, 1.97308, 1.37861], [-1.76906, 1.28435, 0.12610], [2.82613, -2.36618, 1.32911], [1.72026, -1.37584, 0.95682], [1.72804, 2.20216, 1.10163], [-2.77545, -0.55683, -0.39438]], "forces_ev_per_a": [[-0.7, -0.2, 0.7], [0.2, 0.6, 0.4], [-0.6, 0.3, 0.6], [0.0, 0.1, 0.3], [0.0, 0.1, 0.5], [0.2, 0.0, 0.1], [-0.1, 0.0, -0.7], [-0.1, 0.1, -0.2], [0.0, 0.0, 0.0], [-0.1, -0.3, 0.0], [0.4, -0.2, 0.6], [0.0, 0.2, -0.1], [0.1, 0.0, 0.3], [0.2, -0.1, 0.1], [-0.1, 0.0, -0.2], [0.1, -0.7, -0.7], [0.0, -0.1, -0.2], [0.2, -0.4, 0.4], [-0.3, 0.1, -0.2], [0.0, -0.6, -0.1], [0.0, 0.5, 0.4], [-0.1, 0.1, 0.1], [-0.2, -0.1, 0.0], [-0.1, -0.1, -0.1], [0.3, 0.2, -0.7], [0.1, 0.0, -0.1], [-0.1, -0.1, 0.1], [0.2, 0.2, -0.2], [-0.3, 0.0, -0.4], [0.2, 0.1, -0.3], [0.1, -0.1, -0.1], [0.2, 0.0, -0.2], [-0.3, 0.1, 0.2], [0.0, 0.2, 0.5], [-0.2, -0.3, -0.2], [-0.1, -0.1, 0.2], [0.2, 0.2, -0.2], [0.1, 0.2, -0.1], [-0.1, 0.2, 0.0], [0.1, -0.1, 0.2], [0.3, 0.0, 0.0], [0.0, -0.1, -0.3], [0.2, -0.2, 0.0], [0.2, 0.0, 0.0], [0.0, 0.0, 0.1], [-0.2, 0.0, 0.1], [-0.1, 0.0, 0.3], [-0.2, -0.1, -0.6], [-0.3, 0.1, 0.0], [0.0, -0.1, 0.4], [0.1, 0.0, -0.3], [0.0, 0.1, -0.1], [-0.1, -0.1, -0.2], [-0.2, -0.1, 0.1], [0.3, 0.0, -0.4], [-0.2, 0.0, 0.2], [0.0, 0.2, 0.1], [0.4, 0.0, -0.1], [-0.3, -0.3, 0.0], [0.5, -0.1, -0.5], [0.4, 0.4, 0.2], [-0.1, 0.0, 0.2]]}


{"formula": "C3H4O2", "method": "ωB97M-V with the def2-TZVPD basis set", "relative_energy_kj_mol": 456.6, "homo_lumo_gap_ha": 0.3011, "homo_energy_ev": -8.14, "elements": ["H", "O", "C", "H", "H", "C", "O", "H", "C"], "xyz": [[-1.48197, -1.57224, 0.09846], [2.93710, -0.62838, 0.19746], [-0.59457, 0.04846, 0.03994], [-1.48081, 1.93956, -1.03871], [-2.14154, 2.13108, -0.74585], [1.85242, -0.49097, -0.10367], [-1.69218, -0.63044, 0.26033], [0.48054, -1.59189, -0.87775], [0.54830, -0.67570, -0.39511]], "forces_ev_per_a": [[-0.7, -0.3, 0.1], [1.3, 0.5, 0.1], [0.9, 2.0, 1.2], [-0.4, 0.2, 0.1], [0.0, 0.2, -0.3], [-2.2, -0.4, -0.1], [0.9, -0.9, -0.8], [-0.2, -2.2, -1.0], [0.3, 0.9, 0.7]]}


{"formula": "H3NOPS", "method": "ωB97M-V with the def2-TZVPD basis set", "relative_energy_kj_mol": 292.3, "smiles": "[O-]NSP", "total_charge": -1, "homo_lumo_gap_ha": [0.2587, 0.2588], "homo_energy_ev": [-2.71, -2.71], "elements": ["P", "H", "H", "N", "H", "O", "S"], "xyz": [[-0.53478, 0.17440, 0.72817], [-1.98285, -0.08792, 0.68848], [2.08440, -0.70423, -0.89729], [2.09891, -1.63348, -0.74134], [-0.32868, -0.01389, 2.22842], [3.03566, -1.90051, 0.06272], [0.18970, -1.67804, 0.26991]], "forces_ev_per_a": [[-0.3, -0.2, 1.7], [0.7, 0.2, 0.4], [-0.4, 4.8, -0.5], [0.9, -5.1, 0.3], [-0.8, 0.7, -1.4], [0.2, 0.1, 0.0], [-0.4, -0.6, -0.4]]}


For each record above, in turn, the calculated strongest force on any atom values are 0.5; 1.0; 2.5; 5.2 eV/A.